Record 1
122
Properties=species:S:1:pos:R:3 method="wB97M-V/def2-TZVPD" total_charge=+1 fmax_ev_per_a=3.1 multiplicity=2 s_squared=0.836 orbital_gap_ev="7.0476 / 7.0667"
V 0.899 0.852 1.363
C 1.170 -2.147 3.409
Si 0.139 -1.506 1.905
C -1.638 -2.052 2.466
C -1.694 -3.133 3.347
C -2.853 -3.475 4.020
C -3.994 -2.709 3.864
C -3.987 -1.676 2.945
C -2.841 -1.374 2.216
P -2.909 -0.235 0.788
C -4.397 0.885 1.058
C -4.177 2.129 0.180
C -5.375 3.067 0.294
C -6.636 2.426 -0.305
C -6.517 0.901 -0.353
C -5.837 0.365 0.904
C -3.209 -1.583 -0.508
C -3.165 -1.008 -1.931
C -3.689 -2.028 -2.952
C -3.399 -3.455 -2.496
C -4.160 -3.775 -1.200
C -4.410 -2.513 -0.361
C 0.705 -2.541 0.384
C 0.207 -3.822 0.172
C 0.801 -4.685 -0.733
C 1.936 -4.280 -1.413
C 2.425 -2.995 -1.244
C 1.797 -2.100 -0.380
P 2.332 -0.351 -0.152
C 4.110 -0.416 0.423
C 5.168 -0.709 -0.649
C 6.496 -1.016 0.040
C 6.428 -2.358 0.776
C 4.997 -2.666 1.232
C 4.239 -1.394 1.607
C 2.479 0.541 -1.836
C 2.552 -0.382 -3.073
C 1.716 0.116 -4.258
C 1.970 1.583 -4.599
C 2.020 2.457 -3.336
C 1.499 1.684 -2.125
H 1.459 -3.183 3.264
H 0.584 -2.086 4.321
H 2.071 -1.567 3.576
H -0.814 -3.732 3.513
H -2.857 -4.324 4.685
H -4.890 -2.928 4.427
H -4.885 -1.097 2.796
H -4.239 1.194 2.101
H -4.041 1.850 -0.866
H -3.274 2.656 0.511
H -5.153 4.004 -0.217
H -5.519 3.299 1.352
H -6.800 2.801 -1.316
H -7.504 2.710 0.292
H -5.954 0.600 -1.239
H -7.511 0.458 -0.434
H -5.868 -0.721 0.892
H -6.419 0.700 1.765
H -2.309 -2.202 -0.355
H -2.135 -0.734 -2.183
H -3.771 -0.102 -1.994
H -3.225 -1.844 -3.922
H -4.766 -1.916 -3.077
H -2.322 -3.567 -2.343
H -3.690 -4.158 -3.277
H -3.584 -4.497 -0.617
H -5.122 -4.233 -1.435
H -4.557 -2.797 0.683
H -5.314 -2.018 -0.715
H -0.656 -4.151 0.732
H 0.405 -5.677 -0.891
H 2.447 -4.958 -2.079
H 3.313 -2.713 -1.788
H 4.274 0.600 0.802
H 5.299 0.148 -1.310
H 4.882 -1.566 -1.255
H 6.721 -0.214 0.745
H 7.298 -1.039 -0.699
H 7.097 -2.334 1.637
H 6.769 -3.160 0.121
H 5.025 -3.338 2.092
H 4.455 -3.181 0.437
H 4.757 -0.906 2.437
H 3.239 -1.665 1.948
H 3.447 1.038 -1.699
H 2.180 -1.381 -2.848
H 3.594 -0.469 -3.389
H 0.656 -0.040 -4.047
H 1.952 -0.501 -5.125
H 1.171 1.921 -5.260
H 2.901 1.678 -5.151
H 1.412 3.350 -3.474
H 3.040 2.796 -3.136
H 0.498 1.327 -2.366
H 1.429 2.368 -1.282
O -0.363 0.757 -0.239
H -0.220 0.061 -0.898
H -1.327 0.618 0.090
S 2.496 1.602 5.492
C 1.991 1.196 4.059
N 1.621 0.862 2.983
I -2.031 5.046 2.169
I -0.661 7.160 3.041
O -1.078 1.326 2.411
H -1.114 2.232 2.052
H -1.076 1.415 3.374
O 0.868 5.709 0.292
C 2.161 5.452 0.057
C 2.953 6.449 -0.515
C 4.295 6.236 -0.733
C 4.880 5.014 -0.413
C 4.104 4.004 0.108
C 2.739 4.202 0.349
C 1.904 3.097 0.852
O 0.742 3.290 1.283
O 2.382 1.916 0.781
H 0.483 4.905 0.710
H 2.491 7.392 -0.764
H 4.894 7.031 -1.147
H 5.937 4.860 -0.577
H 4.537 3.045 0.351

=====

Record 2
130
Properties=species:S:1:pos:R:3 method="wB97M-V/def2-TZVPD" total_charge=-2 fmax_ev_per_a=1.0 multiplicity=5 e_above_lowest_ev=0.000 s_squared=6.094 orbital_gap_ev="5.1125 / 4.8646"
Fe 0.319 0.029 -0.104
C -6.251 1.391 2.160
C -6.221 1.237 0.631
C -7.430 0.398 0.212
C -6.355 2.623 -0.015
C -4.894 0.596 0.212
C -3.723 1.236 0.495
C -2.491 0.648 0.113
N -1.278 1.104 0.348
C -0.919 2.134 1.247
C -1.411 3.418 1.330
C -0.864 4.302 2.262
C 0.129 3.807 3.106
C 0.653 2.511 3.023
C 0.154 1.683 2.019
O 0.630 0.453 1.748
C 1.751 1.995 3.964
C 2.168 3.057 4.982
C 3.004 1.584 3.167
C 1.212 0.773 4.722
C -1.357 5.749 2.306
C -2.866 5.773 2.598
C -1.100 6.433 0.955
C -0.647 6.562 3.388
C -2.439 -0.658 -0.523
O -1.282 -1.149 -0.764
C -3.681 -1.327 -0.788
C -4.840 -0.674 -0.439
C -3.697 -2.722 -1.408
C -5.117 -3.256 -1.590
C -2.950 -3.701 -0.482
C -3.029 -2.666 -2.792
H -7.207 1.819 2.482
H -5.447 2.042 2.510
H -6.126 0.418 2.642
H -8.348 0.912 0.511
H -7.424 -0.584 0.694
H -7.463 0.250 -0.871
H -7.305 3.088 0.269
H -6.319 2.542 -1.105
H -5.545 3.287 0.297
H -3.713 2.179 1.024
H -2.175 3.740 0.629
H 0.543 4.470 3.853
H 2.594 3.938 4.490
H 2.934 2.636 5.640
H 1.327 3.376 5.606
H 3.345 2.410 2.540
H 2.796 0.734 2.517
H 3.808 1.312 3.861
H 0.320 1.041 5.298
H 1.971 0.395 5.417
H 0.952 -0.028 4.029
H -3.430 5.244 1.824
H -3.234 6.806 2.637
H -3.078 5.292 3.557
H -1.533 5.863 0.130
H -0.024 6.532 0.772
H -1.542 7.437 0.945
H -0.820 6.143 4.383
H -1.029 7.588 3.380
H 0.431 6.602 3.209
H -5.775 -1.172 -0.651
H -5.640 -3.342 -0.633
H -5.059 -4.255 -2.030
H -5.714 -2.628 -2.261
H -3.485 -3.799 0.468
H -1.936 -3.377 -0.252
H -2.897 -4.690 -0.948
H -3.609 -2.027 -3.468
H -2.974 -3.671 -3.224
H -2.018 -2.265 -2.723
O 1.900 6.781 -4.508
N 1.393 5.692 -4.709
O 0.946 5.341 -5.788
C 1.315 4.754 -3.598
C 0.775 3.505 -3.804
C 0.745 2.602 -2.781
C 1.240 2.874 -1.435
O 1.162 2.087 -0.496
C 1.768 4.238 -1.315
C 1.798 5.120 -2.345
N 2.305 4.737 -0.031
O 2.637 3.936 0.802
O 2.402 5.953 0.100
N 0.154 1.302 -3.094
O -0.515 1.203 -4.100
O 0.384 0.358 -2.362
H 0.381 3.230 -4.771
H 2.203 6.107 -2.187
C 0.049 -4.693 -2.356
C -0.280 -6.009 -1.669
C 0.428 -7.179 -2.334
O -0.021 -6.058 -0.257
P 1.111 -5.263 0.600
S 1.505 -6.359 2.193
S 0.550 -3.392 0.919
O 2.300 -5.423 -0.487
C 3.597 -4.812 -0.534
C 4.005 -4.102 0.746
C 3.621 -3.910 -1.750
H -0.397 -4.697 -3.357
H 1.125 -4.567 -2.456
H -0.336 -3.841 -1.801
H -1.358 -6.173 -1.735
H 1.508 -7.023 -2.295
H 0.113 -7.265 -3.380
H 0.194 -8.108 -1.811
H 4.281 -5.649 -0.699
H 3.433 -3.180 0.881
H 5.072 -3.855 0.690
H 3.832 -4.745 1.609
H 2.931 -3.074 -1.608
H 3.332 -4.471 -2.641
H 4.625 -3.506 -1.903
C 5.137 2.070 -0.451
Si 5.084 0.237 -0.118
C 6.197 -0.570 -1.376
C 5.768 -0.107 1.575
C 3.370 -0.311 -0.227
C 2.164 -0.492 -0.229
H 6.147 2.474 -0.327
H 4.463 2.593 0.240
H 4.799 2.281 -1.470
H 7.172 -0.069 -1.371
H 5.774 -0.488 -2.383
H 6.354 -1.627 -1.161
H 6.856 0.019 1.598
H 5.526 -1.129 1.881
H 5.322 0.574 2.308